A 7-piece molecular cluster, C61H136N5O4P2 overall, computed with wB97M-V/def2-TZVPD.

The calculation puts the total energy at -99658.584 eV. The calculation puts the LUMO energy at -0.1883 Ha. The net charge is +3. As for the HOMO-LUMO gap: 0.28676 hartree. The calculation puts the maximum force at 2.94 eV/Å.

XYZ file:
```
208
Properties=species:S:1:pos:R:3:forces:R:3:mulliken_charge:R:1
P -9.67217 13.68085 -20.24176 0.083 -0.331 0.277 -0.0997
O -10.94996 13.88798 -19.30405 0.950 0.122 -0.778 -0.9961
O -8.65948 12.76304 -19.42058 -0.274 1.231 -0.667 -0.1950
O -9.07868 15.09781 -20.71276 -0.651 -1.412 0.979 0.0937
O -10.04377 12.88456 -21.54238 -0.291 0.479 0.174 -0.5601
C -12.47161 16.45254 -14.09384 0.666 1.629 0.257 -1.3699
C -12.41316 15.14991 -14.82975 0.179 0.200 -0.917 -0.1814
C -10.99230 14.54024 -14.98446 -0.617 0.519 0.734 0.1363
C -11.05546 13.31769 -15.89958 1.486 0.736 0.731 0.4570
N -9.66632 12.60116 -16.01219 -0.085 -0.994 1.513 0.5214
C -9.09474 12.08336 -14.67852 0.261 -0.248 0.284 -0.5717
C -8.22259 13.17549 -14.05973 0.046 -0.294 0.356 -1.0064
C -7.80132 14.04866 -15.23403 -0.083 0.818 -0.132 -0.5802
C -8.49312 13.50599 -16.49451 -0.293 -0.211 -0.057 0.0460
C -9.95802 11.37734 -16.84796 0.673 1.944 -1.846 -1.1051
H -12.04645 17.26098 -14.68861 0.589 0.001 -0.164 0.1190
H -11.91781 16.44771 -13.15502 -0.055 -0.134 0.103 0.3661
H -13.44424 16.90156 -13.89268 -0.381 -0.806 0.106 0.4159
H -12.69103 15.36044 -15.86250 -0.698 -0.157 -0.169 -0.0901
H -13.17854 14.51952 -14.37712 0.402 -0.695 -0.214 0.5304
H -10.57941 14.46068 -13.97883 -0.120 -1.038 0.094 0.3420
H -10.28612 15.26443 -15.39059 -0.317 0.351 -0.490 -0.0590
H -11.29949 13.62712 -16.91584 0.252 0.023 -0.285 -0.9123
H -11.84764 12.64372 -15.57353 0.510 -0.488 0.193 0.7358
H -8.44472 11.23385 -14.88807 0.032 0.108 -0.685 0.5187
H -9.84612 11.60573 -14.04972 -0.438 0.654 -0.020 0.4123
H -7.30830 12.77664 -13.62030 -0.286 -0.420 0.122 0.3626
H -8.72022 13.70611 -13.24800 -0.055 0.149 -0.282 0.3571
H -6.72132 14.03176 -15.38040 0.014 -0.315 -0.074 0.7125
H -7.98121 15.09685 -14.99517 -0.487 0.069 -0.272 0.0668
H -7.76583 12.89757 -17.03208 -0.503 -0.474 -0.030 0.3530
H -8.82754 14.20507 -17.26104 -0.396 -0.028 0.252 -0.3665
H -9.03211 10.91250 -17.18667 -0.003 -0.492 0.911 0.5065
H -10.19354 11.87882 -17.78666 -0.799 -0.331 -0.477 0.1545
H -10.77267 10.78142 -16.43648 0.477 -0.004 0.131 0.3718
C -2.16792 11.19508 -21.09143 -1.419 0.588 -0.120 -1.6199
C -3.59718 11.35494 -21.76916 1.694 0.124 -0.328 -0.0021
C -4.68056 10.59799 -21.03779 -1.235 -0.362 0.353 -0.9367
C -6.16880 10.95155 -21.45709 0.403 -0.640 -0.023 -0.1826
N -7.26079 9.98943 -20.98721 1.688 -1.268 0.283 1.5747
C -6.97835 8.57421 -21.50424 -0.912 0.160 -1.173 -0.4962
C -8.31830 7.94422 -21.91937 0.619 -0.716 1.560 -1.2316
C -9.14976 9.07457 -22.37273 0.274 2.528 0.025 -0.2232
C -8.61236 10.39126 -21.58639 -0.667 -1.579 0.190 0.1297
C -7.17480 9.92930 -19.46126 -0.590 1.257 -0.907 -1.1851
H -1.40708 11.75035 -21.63998 -0.119 -0.086 -0.105 0.4315
H -1.83602 10.16284 -20.97998 -0.210 0.002 -0.089 0.3701
H -2.25288 11.65745 -20.10803 0.262 -0.154 0.204 0.3639
H -3.45660 11.09115 -22.81737 -0.458 -0.406 -0.098 0.4003
H -3.83387 12.41790 -21.81616 -0.026 0.199 0.242 0.0210
H -4.48520 10.73947 -19.97481 -0.424 0.385 0.225 0.3273
H -4.54352 9.52087 -21.13329 0.057 -0.108 -0.422 0.5062
H -6.24906 10.87879 -22.54169 0.159 0.324 -0.099 0.3028
H -6.57365 11.90080 -21.10619 0.416 0.283 -0.046 -0.2141
H -6.38649 8.01045 -20.78315 0.067 0.128 -0.405 0.4263
H -6.55352 8.69752 -22.50044 1.055 0.135 0.402 0.3325
H -8.79462 7.44850 -21.07351 0.071 -0.322 -0.076 0.3979
H -8.15400 7.25673 -22.74911 0.025 -0.320 0.403 0.4380
H -10.21074 8.87678 -22.22010 0.040 0.331 -0.017 0.1688
H -8.96241 9.20437 -23.43864 -0.276 0.315 -0.100 0.2526
H -9.23309 10.68157 -20.73874 -0.026 0.159 -0.215 -0.2496
H -8.51087 11.28116 -22.20759 0.052 -0.170 0.201 -0.2617
H -7.10482 10.96852 -19.13998 -0.711 0.106 0.093 0.2818
H -6.23680 9.48935 -19.12260 -0.396 -0.674 -0.348 0.3844
H -8.11655 9.47420 -19.15452 0.434 -0.172 0.467 0.5485
C -16.16813 15.91969 -22.75100 -1.711 -0.830 -2.003 -1.7748
C -14.96876 15.00327 -22.70145 0.474 1.404 1.238 0.3905
C -15.06313 13.95826 -21.60740 0.903 -0.706 0.241 -0.7422
C -13.69819 13.21559 -21.38531 -0.892 0.231 0.722 1.3442
N -13.75704 12.10138 -20.30385 -0.186 -0.318 0.682 1.1180
C -14.79033 11.01609 -20.69910 2.212 -0.202 -0.392 -0.5866
C -14.30618 9.70519 -20.02282 0.624 0.586 -0.225 -1.1515
C -12.71826 9.79370 -20.00280 -1.248 2.645 -0.014 -0.4168
C -12.43509 11.33018 -20.23756 0.250 -0.043 0.716 0.4341
C -14.00664 12.64425 -18.86541 -0.726 0.102 -1.451 -0.9753
H -16.51240 16.48910 -21.88767 0.634 -0.133 0.140 0.3392
H -17.01771 15.33225 -23.09919 -0.480 -0.239 0.462 0.4127
H -16.08569 16.54287 -23.64147 0.353 0.657 0.343 0.4687
H -14.21854 15.75049 -22.44275 1.052 -0.475 -0.096 -0.1948
H -14.74995 14.57766 -23.68077 -0.056 -0.013 0.019 0.2527
H -15.86030 13.27735 -21.90568 0.071 -0.324 0.124 0.4120
H -15.38715 14.42204 -20.67573 0.020 0.129 0.042 0.2847
H -12.87872 13.86351 -21.07425 -0.101 0.177 0.321 -0.7739
H -13.34910 12.80379 -22.33224 -0.119 -0.646 0.152 -0.2908
H -15.82813 11.33681 -20.60846 0.267 -0.052 0.216 0.4067
H -14.45867 10.93164 -21.73398 -0.880 -0.252 -0.395 0.3535
H -14.67936 9.64988 -19.00018 0.031 -0.151 -0.033 0.3703
H -14.66587 8.83496 -20.57184 -0.084 0.115 0.056 0.5245
H -12.38984 9.56059 -18.98994 0.354 -0.545 -0.423 0.2478
H -12.14422 9.37995 -20.83189 -0.468 -1.042 0.433 0.3683
H -11.86590 11.83188 -19.45499 -0.008 -0.106 0.154 -0.3195
H -11.77088 11.52604 -21.07932 -0.518 0.195 -0.492 -0.6854
H -13.28012 13.43000 -18.65842 0.171 -0.179 -0.159 0.1450
H -13.97595 11.84625 -18.12355 0.348 -0.180 -0.371 0.4617
H -15.02776 13.02519 -18.84800 0.063 0.174 -0.031 0.3658
C -14.21400 21.34652 -19.75128 -0.449 -0.512 -0.220 -1.5520
C -13.00757 20.44016 -19.54313 -0.316 -0.497 -0.410 0.1688
C -13.46506 19.04506 -18.99194 -0.222 0.995 0.752 -1.2229
C -12.52285 18.22365 -18.11894 0.928 0.392 -1.355 -0.4109
N -11.37427 17.50933 -18.89995 -0.984 0.627 -0.310 1.3178
C -10.20598 18.45052 -19.36196 0.154 -0.509 -0.307 -0.0003
C -9.44572 18.90100 -18.11465 0.110 0.164 -1.115 -0.8404
C -9.74881 17.84465 -17.12852 -0.863 -1.655 2.272 -0.6305
C -10.59789 16.74704 -17.82848 0.515 -0.168 -1.273 0.3301
C -11.92867 16.68030 -20.13093 0.592 0.393 1.171 -0.6526
H -14.72551 21.55995 -18.81271 -0.037 -0.125 0.038 0.3778
H -14.87461 20.77182 -20.40044 -0.489 0.361 -0.022 0.3441
H -14.01710 22.30942 -20.22262 0.314 -0.190 -0.065 0.3971
H -12.30693 21.02338 -18.94559 0.413 -0.677 0.289 0.1990
H -12.58910 20.22500 -20.52633 0.467 0.372 -0.047 0.0009
H -13.93505 18.42347 -19.75407 0.413 0.041 -0.397 0.3119
H -14.35196 19.23992 -18.38900 0.075 0.099 0.556 0.6369
H -13.09922 17.47817 -17.57107 0.330 -0.247 -0.111 0.2186
H -11.92919 18.82313 -17.42880 -0.633 0.233 0.177 0.6610
H -9.63573 17.70966 -19.92234 0.305 0.101 -0.125 -0.5185
H -10.35788 19.31365 -20.01006 -1.162 -0.367 -0.087 0.5730
H -8.37320 18.88601 -18.30848 -0.029 0.341 -0.308 0.3617
H -9.71878 19.90968 -17.80464 -0.042 -0.119 0.047 0.3641
H -8.86624 17.42306 -16.64746 0.178 -0.322 -0.391 0.2296
H -10.25428 18.24547 -16.24992 -0.398 0.047 -0.074 0.7480
H -9.99917 16.06237 -18.42919 0.347 -0.141 0.054 -1.1216
H -11.24913 16.08354 -17.25948 -0.124 0.555 0.176 0.1022
H -11.09698 16.16896 -20.61563 0.367 0.216 0.122 -0.8358
H -12.46987 17.35361 -20.79565 0.295 0.176 0.189 0.6371
H -12.59112 15.87777 -19.80658 0.049 0.258 0.511 0.4098
C -4.52166 18.39953 -24.36270 0.216 -0.402 -0.312 -1.5387
C -5.56344 18.21162 -23.25045 0.589 1.426 0.599 -0.1513
C -5.11306 17.14398 -22.23756 -1.657 -0.958 0.240 -0.2113
C -6.27256 16.87007 -21.21157 1.240 0.942 0.520 -0.7486
N -5.96973 15.89774 -20.00250 0.724 0.052 -1.453 1.4272
C -6.95322 16.13360 -18.85602 -1.057 -0.326 0.532 1.1035
C -6.16790 16.46632 -17.56104 -0.153 -0.413 -1.290 -0.5935
C -4.91256 15.65537 -17.80486 0.712 1.267 -0.650 -0.8780
C -4.61460 16.03321 -19.29865 -0.314 -0.295 0.454 -0.7811
C -6.08981 14.50738 -20.61215 -0.433 -0.252 0.886 -1.2893
H -4.44517 17.55035 -25.04178 -0.458 -0.208 -0.075 0.2998
H -3.50220 18.44669 -23.97984 -0.066 0.265 0.461 0.3930
H -4.64531 19.28147 -24.99118 -0.325 0.027 0.213 0.4137
H -6.60221 18.16981 -23.57802 -0.014 -1.207 -0.547 -0.0195
H -5.69960 19.16492 -22.73977 0.679 0.329 0.422 0.4442
H -4.18728 17.37136 -21.70904 -0.005 0.343 -0.242 0.5590
H -4.94683 16.25850 -22.85106 0.192 -0.392 0.261 0.0181
H -7.18786 16.56363 -21.71795 0.053 -0.636 0.344 -0.1924
H -6.53334 17.81525 -20.73539 0.206 0.164 0.127 0.7553
H -7.51964 15.20419 -18.79728 -0.144 0.076 0.085 -0.5849
H -7.66398 16.92737 -19.08588 0.170 -0.243 -0.478 -1.0737
H -6.67388 16.21942 -16.62770 -0.225 -0.075 -0.272 0.1247
H -5.95871 17.53602 -17.57069 0.224 0.029 0.241 0.5516
H -5.07043 14.58922 -17.64205 0.023 -0.024 -0.224 0.2300
H -4.10684 16.00293 -17.15824 0.192 -0.236 -0.132 0.5438
H -3.85308 15.39893 -19.75238 -0.237 0.118 -0.226 0.2306
H -4.34171 17.08252 -19.41078 0.201 -0.046 0.328 0.6095
H -5.24209 14.07757 -21.14575 0.558 1.176 -0.172 0.6246
H -6.95749 14.57865 -21.26801 -0.264 -0.618 0.508 -0.4208
H -6.19239 13.82403 -19.76917 -0.769 -0.063 -0.153 0.4069
C -9.90993 18.66809 -23.62498 0.386 -1.094 -0.875 -1.9154
C -9.81087 17.16776 -23.44568 -1.177 -1.841 0.901 1.3078
C -11.16289 16.40572 -23.77602 0.846 1.029 0.207 -2.1363
C -11.26090 14.90819 -23.47415 1.110 0.533 -0.156 1.2016
P -10.07812 13.80509 -24.42437 0.974 0.699 -1.736 0.6440
C -10.75589 12.14687 -24.49287 0.925 -1.604 0.860 0.1747
C -11.80384 11.70560 -25.47560 -1.040 0.334 -1.151 -0.6249
C -12.16541 10.21927 -25.43647 1.537 -0.540 0.557 -1.0702
C -12.89097 9.76888 -24.18408 0.044 0.560 -0.439 -0.6983
C -8.24339 13.81172 -24.05039 -1.170 -0.109 2.032 0.3561
C -7.22335 12.96550 -24.78045 -0.039 -0.405 -1.176 -1.0408
C -5.79080 13.41854 -24.42965 -1.437 0.558 0.323 0.9178
C -4.69296 12.98742 -25.37121 -0.165 -0.226 0.214 -1.6294
C -10.05606 14.31178 -26.24830 -1.502 0.020 1.109 -1.5693
C -9.52813 15.68801 -26.70796 -1.987 -0.344 -0.883 -0.1585
C -8.16608 15.58560 -27.28811 2.058 1.893 0.247 -0.3289
C -7.62966 16.95051 -27.99887 -1.032 -1.769 0.798 -1.3830
H -8.96147 19.05707 -23.25456 -0.251 0.665 -0.196 0.4442
H -10.78026 19.06962 -23.10594 0.175 0.075 0.175 0.3271
H -10.05403 18.83048 -24.69314 0.215 0.670 0.000 0.4101
H -9.59851 16.96935 -22.39514 -0.359 -0.196 0.422 -0.3490
H -8.96000 16.62566 -23.85828 0.172 0.643 -0.857 -0.1305
H -11.55286 16.56353 -24.78157 0.426 0.311 -0.273 0.6569
H -11.84517 16.98368 -23.15267 -0.575 -0.471 0.205 0.7276
H -12.26658 14.59225 -23.75146 0.038 -0.395 -0.120 0.4150
H -11.08616 14.70989 -22.41669 0.207 -0.374 -0.063 -0.4937
H -11.02935 11.77969 -23.50369 -0.136 0.731 0.431 -0.7789
H -9.86529 11.53410 -24.63227 0.411 -0.129 -0.414 0.6760
H -11.52286 11.85588 -26.51799 0.252 0.469 0.046 0.3835
H -12.69404 12.31270 -25.31111 -0.347 0.068 -0.097 0.1930
H -11.20529 9.70397 -25.46370 0.245 -0.259 -0.219 0.3492
H -12.67906 9.89202 -26.34045 -0.206 0.310 0.079 0.4562
H -13.81243 10.34218 -24.28578 -0.572 -0.542 0.851 0.2446
H -12.34252 10.05325 -23.28607 -0.045 0.279 0.137 -0.0598
H -13.00009 8.68607 -24.12308 -0.470 0.127 -0.231 0.4757
H -8.26758 13.50555 -23.00455 0.046 -0.022 0.421 -0.6384
H -7.94487 14.85684 -23.96847 -0.082 0.144 -0.457 0.0495
H -7.39553 12.97109 -25.85675 0.155 0.296 -0.234 0.5539
H -7.30194 11.90708 -24.53209 -0.279 -0.160 0.257 0.8320
H -5.68159 13.09366 -23.39494 0.560 -0.008 0.123 -0.4729
H -5.86906 14.50533 -24.40022 0.410 0.239 0.113 -0.0154
H -3.74027 12.95150 -24.84282 0.078 0.036 -0.197 0.3940
H -4.62712 13.69366 -26.19884 0.107 -0.194 -0.070 0.3896
H -4.91655 11.99254 -25.75633 0.207 -0.051 -0.144 0.3557
H -11.13039 14.22117 -26.40862 -0.459 0.592 -0.226 0.7844
H -9.75393 13.54013 -26.95639 0.736 -0.348 0.528 0.6644
H -9.67692 16.47729 -25.97108 0.551 -0.151 0.172 -0.2365
H -10.21908 15.98510 -27.49690 -0.177 0.080 -0.218 0.6909
H -8.00288 14.74277 -27.95976 -0.461 0.061 -0.179 0.4168
H -7.60450 15.33464 -26.38825 1.066 0.131 -0.151 -0.0129
H -6.66852 16.79167 -28.48783 -0.103 -0.019 0.090 0.4227
H -7.56238 17.79754 -27.31614 0.059 -0.183 0.196 0.2571
H -8.37811 17.21391 -28.74624 0.130 0.030 -0.172 0.3844
```
Positions in Å, forces in eV/Å.